No. 1
The following is a quantum chemistry calculation of a molecular structure, C20H52AuNO2P2Si4 in a non-equilibrium geometry, from the Open Molecules 2025 dataset.

Element x y z (Å)
C  4.2317  -3.1322  -2.4936
C  3.3980  -2.1834  -1.8820
N  2.1182  -2.5106  -1.5336
C  1.6347  -3.7637  -1.7749
C  2.4248  -4.7286  -2.4122
C  3.7404  -4.4118  -2.7727
C  3.8493  -0.7675  -1.6296
P  2.8305  0.0285  -0.2888
Au  0.8225  -1.0030  -0.6865
P  -0.8040  -2.5134  -1.1874
C  0.2423  -4.0659  -1.2692
O  3.3738  1.3897  -3.9210
O  0.8557  1.9814  -3.0572
H  5.2541  -2.8512  -2.7618
H  2.0120  -5.7233  -2.6041
H  4.3761  -5.1559  -3.2631
C  3.7048  -0.3746  1.2824
C  3.0917  1.8335  -0.4848
H  -0.2241  -4.8898  -1.8372
H  0.3263  -4.3872  -0.2121
H  3.6427  -0.1349  -2.5281
H  4.9374  -0.7244  -1.4439
C  -2.1381  -2.9276  0.0062
C  -1.6710  -2.4496  -2.8122
H  0.7467  1.0579  -2.6775
H  0.4593  2.5426  -2.3659
H  2.5024  1.7661  -3.6216
H  3.1154  0.8692  -4.7024
H  0.8626  -1.6852  0.8446
H  0.7037  -0.3197  -2.2418
H  4.7391  0.0127  1.2891
H  3.1392  0.0643  2.1214
H  3.7074  -1.4696  1.4057
H  4.1618  2.1008  -0.4819
H  2.6224  2.1373  -1.4321
H  2.5727  2.3384  0.3474
H  -2.2869  -3.3477  -2.9968
H  -2.3122  -1.5522  -2.8271
H  -0.9105  -2.3394  -3.6024
H  -2.7301  -3.8050  -0.3079
H  -1.6754  -3.1049  0.9901
H  -2.7959  -2.0463  0.0915
C  -4.3486  0.0583  -0.1135
Si  -3.1663  0.2041  1.3445
C  -4.1299  1.4522  2.4024
C  -3.3632  -1.2416  2.5645
Si  -0.9185  0.6401  0.5904
Si  -1.2588  2.7769  -0.2489
C  -2.4702  3.8335  0.6838
C  0.2202  3.9430  -0.1788
C  -2.0918  2.6660  -1.9357
Si  0.0064  0.8735  2.7375
C  -1.1485  1.5156  4.0541
C  0.5574  -0.7803  3.4284
C  1.3763  2.1296  2.9709
H  -5.3449  -0.2497  0.2656
H  -4.0234  -0.6486  -0.8975
H  -4.4631  1.0536  -0.5775
H  -5.1103  0.9924  2.6424
H  -3.6626  1.6913  3.3649
H  -4.3857  2.3866  1.9036
H  -3.1458  -2.2515  2.2166
H  -2.7454  -1.0766  3.4632
H  -4.4238  -1.2787  2.8872
H  -2.2380  3.8467  1.7672
H  -2.4279  4.8695  0.2876
H  -3.4828  3.4751  0.4526
H  1.1099  3.6232  -0.7241
H  -0.0885  4.9202  -0.6010
H  0.5060  4.1103  0.8725
H  -1.5768  2.0016  -2.6503
H  -3.1036  2.2476  -1.8138
H  -2.1901  3.6855  -2.3639
H  -1.9461  0.7879  4.2606
H  -0.5798  1.6287  5.0010
H  -1.5472  2.5051  3.7603
H  1.4083  -1.2004  2.8676
H  0.8864  -0.6411  4.4789
H  -0.2888  -1.4966  3.4067
H  2.2624  1.9477  2.3656
H  0.9891  3.1428  2.7670
H  1.6970  2.1022  4.0326

Its largest force on an atom is 0.056 hartree/bohr. The HOMO-LUMO gap (alpha / beta) comes out at 3.8985 / 7.6746 eV. The highest occupied orbital energy (alpha / beta) is -4.1 / -8.3 eV. Its multiplicity is 3. The molar mass is 709.9 u. The net charge is 0. The LUMO energy (alpha / beta) comes out at -0.185 / -0.622 eV.

---

No. 2
The following is a quantum chemistry calculation of a single C11H9NS molecule in a non-equilibrium geometry, from the Open Molecules 2025 dataset.

Element x y z (Å)
C  1.0995  1.8885  -0.0885
C  -0.1148  2.1079  0.1688
C  -1.1526  1.0038  0.1865
C  -1.1148  0.0433  1.3412
C  -1.9093  -1.0538  1.2585
C  -2.8655  -1.2148  0.0104
C  -2.9592  -0.0117  -0.7828
C  1.8120  0.6431  -0.3034
C  1.5704  -0.4120  -1.1049
C  2.5181  -1.4530  -0.8932
C  3.5514  -1.1525  0.0783
H  1.6449  2.9567  -0.3521
H  -0.5718  3.0757  0.0482
H  -0.4888  0.2787  2.3538
H  -2.0595  -1.7539  2.1989
H  -3.4872  -2.0782  -0.2272
H  -3.9259  0.1021  -1.2906
H  0.5381  -0.4156  -1.5396
H  2.3966  -2.5288  -1.3760
H  4.1446  -1.8676  0.6213
N  -2.1255  1.2448  -0.8079
S  3.4994  0.5972  0.5003

Its largest force on an atom is 0.150 hartree/bohr. The SMILES is C(=C/c1cccs1)/c1ccccn1. The HOMO-LUMO gap comes out at 8.4304 eV. The highest occupied orbital energy is -8.3 eV. The molar mass is 187.3 u. The net charge is 0. The value obtained for the energy relative to the best compared isomer or geometry (same formula, charge and spin) is 354.1 kJ/mol. The LUMO energy comes out at 0.111 eV.

---

No. 3
The following is a quantum chemistry calculation of 11 unconnected molecules or ions with the total composition H22O11, from the Open Molecules 2025 dataset.

Element x y z (Å)
O  5.0482  1.1859  0.3085
H  4.3364  1.2217  -0.3305
H  5.8428  1.1192  -0.2209
O  -0.9730  -5.4911  2.2056
H  -0.6783  -4.6354  1.8939
H  -1.2985  -5.3251  3.0903
O  1.8806  0.1976  6.5362
H  2.0147  0.9949  6.0237
H  2.1969  -0.5071  5.9708
O  -0.3952  -0.8073  0.2617
H  -0.3670  -0.1279  0.9354
H  -0.2741  -0.3342  -0.5615
O  -4.9221  1.0132  -3.9041
H  -4.8982  1.0808  -2.9496
H  -5.6554  0.4250  -4.0847
O  -0.6445  0.3426  -6.9744
H  -1.3424  0.3691  -6.3198
H  -1.0545  0.6683  -7.7757
O  -3.9398  2.5373  5.9865
H  -3.4749  2.7204  5.1700
H  -4.8083  2.9191  5.8590
O  -0.8284  -4.6820  -5.4263
H  -0.6504  -5.1087  -6.2644
H  -0.8588  -3.7481  -5.6342
O  1.1826  2.5406  -3.0455
H  1.4155  3.4632  -3.1497
H  0.9486  2.2511  -3.9274
O  -0.9166  4.1156  2.5499
H  -1.3044  4.4830  1.7556
H  -0.4587  4.8516  2.9559
O  4.6136  -2.7513  3.0771
H  5.4806  -3.0863  3.3055
H  4.7831  -1.8955  2.6832

Its largest force on an atom is 0.006 hartree/bohr. The SMILES is O.O.O.O.O.O.O.O.O.O.O. The HOMO-LUMO gap comes out at 11.2255 eV. The highest occupied orbital energy is -11.1 eV. The molar mass is 198.2 u. The net charge is 0. The value obtained for the energy relative to the best compared isomer or geometry (same formula, charge and spin) is 265.9 kJ/mol. The LUMO energy comes out at 0.108 eV.

---

No. 4
The following is a quantum chemistry calculation of a molecular structure, C6H11O2Si in a non-equilibrium geometry, from the Open Molecules 2025 dataset.

Element x y z (Å)
C  -1.8690  1.0197  -2.8903
C  -1.0090  0.2686  -2.2840
C  -0.8963  2.3389  -0.0714
C  0.9924  0.4140  2.4020
C  0.7505  -1.5967  0.1533
C  -0.0943  1.1787  -0.5936
O  -1.1825  2.0675  1.1592
O  -1.4294  3.2566  -0.6983
Si  -0.0934  0.0163  0.8607
H  -2.1958  0.4427  -3.7865
H  -2.4448  1.9396  -2.5059
H  -0.8212  -0.6741  -2.5835
H  1.9908  -0.0055  2.3432
H  1.0875  1.5566  2.3909
H  0.5774  0.1052  3.3583
H  1.2681  -1.4481  -0.7615
H  1.4830  -2.0389  1.0412
H  0.0560  -2.5035  -0.0210
H  0.8648  1.3651  -1.1291
H  -1.4156  -0.4158  1.4140

Its largest force on an atom is 0.140 hartree/bohr. The HOMO-LUMO gap comes out at 8.3697 eV. The highest occupied orbital energy is -4.5 eV. The molar mass is 143.2 u. The net charge is -1. The value obtained for the energy relative to the best compared isomer or geometry (same formula, charge and spin) is 258.2 kJ/mol. The LUMO energy comes out at 3.893 eV.

---

No. 5
The following is a quantum chemistry calculation of 2 unconnected molecules or ions with the total composition C4H8N2O in a non-equilibrium geometry, from the Open Molecules 2025 dataset.

Element x y z (Å)
C  1.9248  -0.6454  0.4691
C  0.5429  -0.2844  1.0801
C  -0.6154  0.1341  -0.7586
N  -1.8951  -0.3210  -0.4646
C  -0.3043  1.4207  -1.0060
O  1.5205  -1.4686  -0.4949
N  -0.0885  -0.2233  2.0995
H  0.2184  -0.6555  -0.9681
H  -2.6557  0.3140  -0.6654
H  -2.0827  -1.2813  -0.7093
H  -1.0870  -0.0478  2.1344
H  2.4509  0.2971  0.2243
H  2.4014  -1.1335  1.3404
H  0.7210  1.6894  -1.2130
H  -1.0511  2.2057  -1.0680

Its largest force on an atom is 0.056 hartree/bohr. The HOMO-LUMO gap comes out at 7.7805 eV. The highest occupied orbital energy is -8.3 eV. The molar mass is 100.1 u. The net charge is 0. The value obtained for the energy relative to the best compared isomer or geometry (same formula, charge and spin) is 546.0 kJ/mol. The LUMO energy comes out at -0.510 eV.

---

Q: Among the records above, which one has the highest largest force on an atom?
A: C11H9NS

---

What did the fourth record say?
The following is a quantum chemistry calculation of a molecular structure, C6H11O2Si in a non-equilibrium geometry, from the Open Molecules 2025 dataset.

Element x y z (Å)
C  -1.8690  1.0197  -2.8903
C  -1.0090  0.2686  -2.2840
C  -0.8963  2.3389  -0.0714
C  0.9924  0.4140  2.4020
C  0.7505  -1.5967  0.1533
C  -0.0943  1.1787  -0.5936
O  -1.1825  2.0675  1.1592
O  -1.4294  3.2566  -0.6983
Si  -0.0934  0.0163  0.8607
H  -2.1958  0.4427  -3.7865
H  -2.4448  1.9396  -2.5059
H  -0.8212  -0.6741  -2.5835
H  1.9908  -0.0055  2.3432
H  1.0875  1.5566  2.3909
H  0.5774  0.1052  3.3583
H  1.2681  -1.4481  -0.7615
H  1.4830  -2.0389  1.0412
H  0.0560  -2.5035  -0.0210
H  0.8648  1.3651  -1.1291
H  -1.4156  -0.4158  1.4140

Its largest force on an atom is 0.140 hartree/bohr. The HOMO-LUMO gap comes out at 8.3697 eV. The highest occupied orbital energy is -4.5 eV. The molar mass is 143.2 u. The net charge is -1. The value obtained for the energy relative to the best compared isomer or geometry (same formula, charge and spin) is 258.2 kJ/mol. The LUMO energy comes out at 3.893 eV.

---

Q: Which of these has the lowest net charge?
A: C6H11O2Si

---

Q: What is the net charge in the fifth record?
A: 0